An isolated ion of composition C25H40BrF2I2N7O3PS and charge +1 at a distorted geometry. Source: the OMol25 dataset; level of theory: wB97M-V/def2-TZVPD.

Structure (XYZ):
```
82
C25H40BrF2I2N7O3PS | the OMol25 dataset | wB97M-V/def2-TZVPD
C -4.307 -3.071 -1.794
C -3.842 -4.077 -0.607
C -2.326 -4.604 -0.577
C -1.191 -3.778 -1.437
O -0.528 -2.892 -0.534
C 0.706 -2.214 -0.999
N 1.720 -2.860 -1.826
C 2.128 -4.276 -1.361
O 3.190 -4.885 -1.961
F 1.511 -5.026 -0.251
C 1.559 -3.093 -3.278
O 2.639 -2.753 -4.044
F 0.462 -3.691 -4.060
N 1.379 -2.083 0.395
P 3.103 -1.851 0.583
N 3.670 -3.130 1.466
C 0.869 -0.876 1.145
N 0.713 -1.003 2.492
S 1.047 -2.484 3.427
C 0.175 0.156 3.275
N -0.158 -0.057 4.713
C -1.492 -0.680 4.984
N 0.605 0.184 0.111
C 1.135 1.497 0.330
C 1.186 2.708 -0.725
C -0.208 3.462 -1.129
C -0.789 4.509 0.008
N 0.148 5.676 0.306
C 0.719 6.754 -0.593
C 1.582 7.659 0.482
C 1.457 7.054 2.000
C 0.494 5.747 1.777
C 0.275 -0.583 -1.105
C -1.342 -0.370 -1.189
C -2.333 -0.089 0.035
C -2.423 1.510 0.555
Br -2.504 -1.403 1.555
C 0.688 -0.129 -2.634
I -0.655 -0.163 -4.436
C 2.060 0.255 -3.100
C 3.354 0.301 -2.147
I 2.550 0.780 -5.220
H -5.460 -3.297 -2.007
H -3.765 -3.200 -2.825
H -4.268 -1.977 -1.381
H -4.555 -5.034 -0.676
H -4.103 -3.601 0.456
H -1.949 -4.578 0.556
H -2.311 -5.763 -0.864
H -0.530 -4.656 -1.911
H -1.623 -3.235 -2.409
H 3.898 -1.965 -0.649
H 3.408 -0.672 1.352
H 2.897 -3.800 1.669
H 1.954 -2.218 4.464
H -0.768 0.619 2.759
H 1.010 1.010 3.234
H 0.616 -0.375 5.320
H -1.823 -0.716 6.107
H -1.523 -1.797 4.567
H -2.316 -0.098 4.355
H 0.644 1.994 1.304
H 2.271 1.368 0.699
H 1.793 2.566 -1.711
H 1.804 3.566 -0.156
H -1.070 2.784 -1.516
H 0.077 4.162 -2.057
H -1.160 4.005 0.994
H -1.753 5.006 -0.490
H 0.544 6.874 -1.746
H 2.193 8.632 0.259
H 1.898 7.393 3.031
H 0.053 4.956 2.539
H -1.448 0.675 -1.769
H -1.905 -1.149 -1.898
H -3.437 -0.189 -0.452
H -1.496 1.863 1.144
H -2.789 2.230 -0.306
H -3.329 1.490 1.334
H 4.048 1.193 -2.543
H 4.003 -0.673 -2.389
H 3.246 0.476 -1.020
```

Results
Total charge: +1
Total energy (eV): -154919.0410
F_max (eV Å⁻¹): 10.7
HOMO level (eV): -10.0
Orbital gap (eV): 5.68

A 5-piece molecular cluster, C44H59ClF36N5O8P2SSi overall at a distorted geometry. Source: the OMol25 dataset; level of theory: wB97M-V/def2-TZVPD.

Structure (XYZ):
```
157
C44H59ClF36N5O8P2SSi | the OMol25 dataset | wB97M-V/def2-TZVPD
C 0.020 -7.647 0.615
C 0.108 -6.083 0.678
P -0.905 -5.513 -0.798
C -2.706 -5.429 -0.286
N -0.339 -3.857 -1.325
C 0.548 -3.979 -2.501
C 1.945 -3.277 -2.364
C 2.420 -2.637 -3.711
C 3.970 -2.585 -3.762
C 4.633 -2.103 -2.451
C 5.709 -1.009 -2.684
O 6.232 -0.503 -1.474
C 7.381 -1.232 -1.066
C -0.629 -2.709 -0.788
N -0.252 -1.473 -1.275
C -0.516 -1.162 -2.683
C -2.005 -1.186 -3.154
C -1.973 -1.221 -4.686
F -1.629 -2.437 -5.105
F -3.194 -1.015 -5.136
F -1.128 -0.315 -5.144
C -0.344 -0.345 -0.345
Cl -1.047 1.213 -1.047
C 1.112 0.098 0.043
O 2.049 -0.291 -0.502
N 1.287 1.082 1.095
C 1.695 2.333 0.542
O 2.758 2.645 0.346
F 0.705 3.211 0.284
O -1.060 -0.492 0.818
C -2.018 -1.548 0.834
P -3.606 -1.306 -0.150
C -4.223 0.434 -0.179
C -4.944 -2.500 0.311
Si -2.566 -1.652 2.721
C -1.152 -1.140 3.899
C -3.938 -0.376 3.091
C -3.312 -3.338 3.171
N -1.339 -2.770 0.451
N -0.557 -3.208 1.564
C 0.633 -3.023 1.543
S 2.177 -3.006 1.461
H -0.882 -7.992 1.133
H -0.111 -7.968 -0.433
H 0.929 -8.129 0.981
H 1.142 -5.733 0.625
H -0.426 -5.779 1.586
H -3.198 -6.193 -0.898
H -2.835 -5.679 0.773
H -3.084 -4.440 -0.564
H 0.047 -3.727 -3.448
H 0.823 -5.030 -2.653
H 2.703 -4.045 -2.143
H 1.994 -2.572 -1.532
H 2.009 -1.625 -3.802
H 2.086 -3.318 -4.508
H 4.360 -3.580 -4.015
H 4.283 -1.897 -4.564
H 5.127 -2.906 -1.879
H 3.916 -1.648 -1.752
H 6.545 -1.401 -3.289
H 5.231 -0.178 -3.223
H 8.184 -1.065 -1.803
H 7.693 -0.894 -0.074
H 7.151 -2.308 -0.976
H -0.020 -0.236 -2.995
H -0.045 -1.851 -3.393
H -2.429 -2.139 -2.820
H -2.585 -0.337 -2.793
H 0.380 1.286 1.527
H -3.509 1.082 0.321
H -5.140 0.464 0.435
H -4.522 0.791 -1.169
H -4.591 -3.465 0.679
H -5.697 -2.052 0.980
H -5.489 -2.707 -0.623
H -1.536 -0.767 4.854
H -0.499 -0.396 3.421
H -0.526 -2.030 4.073
H -3.593 0.589 2.679
H -3.980 -0.215 4.177
H -4.912 -0.661 2.680
H -2.880 -3.707 4.111
H -3.226 -4.076 2.365
H -4.390 -3.217 3.362
C 1.467 0.226 9.532
C -0.056 0.162 9.303
C -0.624 -1.185 8.840
F -0.067 -1.637 7.697
F -1.955 -1.059 8.603
F -0.415 1.161 8.467
F -0.645 0.446 10.497
O 2.289 0.693 8.459
C 2.626 -0.207 7.459
C 1.940 0.105 6.123
F 0.608 0.257 6.256
F 2.138 -0.907 5.241
F 2.386 -1.466 7.877
F 3.957 -0.110 7.279
H 1.613 0.970 10.314
H 1.854 -0.703 9.949
H -0.489 -1.944 9.615
H 2.337 1.024 5.689
C 1.265 0.028 -7.534
C 2.666 -0.475 -7.913
C 3.545 0.486 -8.713
F 2.965 0.883 -9.863
F 4.707 -0.132 -9.040
F 2.548 -1.663 -8.543
F 3.319 -0.734 -6.738
O 0.192 -0.314 -8.396
C 0.008 0.448 -9.540
C 0.350 -0.316 -10.824
F 1.575 -0.875 -10.761
F 0.340 0.531 -11.877
F 0.692 1.605 -9.433
F -1.298 0.776 -9.577
H 1.016 -0.470 -6.597
H 1.262 1.092 -7.296
H 3.789 1.372 -8.119
H -0.380 -1.109 -11.000
C 1.733 5.266 4.003
C 2.620 6.290 4.729
C 3.639 5.724 5.718
F 3.063 4.969 6.679
F 4.280 6.742 6.339
F 1.831 7.212 5.318
F 3.322 6.950 3.766
O 0.459 4.985 4.570
C 0.397 4.091 5.624
C 0.060 4.771 6.953
F 0.876 5.816 7.189
F 0.200 3.907 7.983
F 1.545 3.382 5.689
F -0.581 3.213 5.319
H 1.497 5.712 3.037
H 2.277 4.351 3.768
H 4.387 5.119 5.198
H -0.969 5.138 6.949
C -2.673 5.714 -2.100
C -3.229 4.982 -0.869
C -3.696 3.545 -1.088
F -4.641 3.436 -2.045
F -4.240 3.052 0.060
F -4.209 5.727 -0.319
F -2.222 4.937 0.052
O -3.575 6.515 -2.841
C -4.401 5.879 -3.753
C -5.868 5.870 -3.313
F -6.008 5.396 -2.057
F -6.589 5.072 -4.134
F -3.936 4.636 -4.007
F -4.307 6.567 -4.905
H -1.942 6.425 -1.715
H -2.104 5.046 -2.749
H -2.859 2.892 -1.358
H -6.283 6.880 -3.348
```

Results
Total charge: +1
Total energy (eV): -218048.0488
F_max (eV Å⁻¹): 6.0
HOMO level (eV): -10.5
Orbital gap (eV): 6.85

C16H30O8P2Re as an isolated structure. Source: the OMol25 dataset; level of theory: wB97M-V/def2-TZVPD.

Structure (XYZ):
```
57
C16H30O8P2Re | the OMol25 dataset | wB97M-V/def2-TZVPD
Re -0.185 0.476 -0.122
C 3.464 -1.316 -0.792
C 2.715 -0.112 -0.335
C 2.070 0.704 -1.336
C 2.234 0.323 -2.770
C 1.460 1.928 -1.011
C 1.094 2.884 -2.117
C 1.328 2.266 0.374
C 0.840 3.656 0.725
C 1.947 1.442 1.353
C 1.967 1.841 2.790
C 2.617 0.231 0.998
C 3.254 -0.616 2.063
H 2.754 -2.067 -1.152
H 4.066 -1.759 -0.009
H 4.123 -1.069 -1.624
H 3.215 0.681 -3.103
H 1.493 0.787 -3.411
H 2.228 -0.754 -2.918
H 0.272 2.508 -2.725
H 1.961 3.015 -2.766
H 0.828 3.867 -1.748
H 1.684 4.348 0.672
H 0.423 3.728 1.723
H 0.088 4.015 0.031
H 1.629 2.855 2.970
H 2.991 1.759 3.161
H 1.375 1.147 3.392
H 4.312 -0.362 2.171
H 3.196 -1.672 1.817
H 2.786 -0.482 3.033
O -3.551 0.168 -1.514
P -2.972 -1.123 -0.824
O -3.897 -2.089 -0.283
O -1.854 -0.539 0.115
O -1.987 -1.792 -1.971
P -0.551 -1.190 -2.158
O 0.013 -1.833 -3.438
O 0.334 -1.395 -0.910
O -0.676 0.349 -2.118
H -4.454 0.065 -1.846
H -0.557 -2.406 -3.971
C 0.000 -2.072 2.352
C -0.887 -0.922 2.720
O -0.471 0.301 1.982
C -1.237 1.481 2.359
C -1.881 2.073 1.119
H -0.338 -2.946 2.909
H 1.036 -1.886 2.631
H -0.066 -2.310 1.292
H -0.800 -0.646 3.771
H -1.930 -1.097 2.465
H -0.539 2.170 2.832
H -1.997 1.205 3.088
H -1.239 2.134 0.178
H -2.045 3.146 1.241
H -2.817 1.607 0.838
```

Results
Spin multiplicity: 2
Total charge: +2
Total energy (eV): -54157.0020
F_max (eV Å⁻¹): 0.6
HOMO level (alpha / beta) (eV): -15.3 / -16.1
Orbital gap (alpha / beta) (eV): 6.74 / 7.77
Energy relative to the best compared isomer or geometry (same formula, charge and spin) (eV): 0.351

C22H34AlFN11O3S as an isolated structure at a distorted geometry. Source: the OMol25 dataset; level of theory: wB97M-V/def2-TZVPD.

Structure (XYZ):
```
73
C22H34AlFN11O3S | the OMol25 dataset | wB97M-V/def2-TZVPD
C 0.193 2.897 -0.829
Al -0.004 1.345 -2.030
O -1.750 0.801 -2.229
C -2.380 0.816 -1.122
N -3.004 0.647 -0.157
S 1.428 -0.352 -1.187
O 2.177 0.197 -0.077
O 0.793 -1.610 -0.866
F 2.582 -0.683 -2.302
H 1.268 3.069 -0.727
H -0.219 3.768 -1.337
H -0.279 2.752 0.135
H 0.524 1.704 -3.492
C 0.606 2.082 3.155
C 1.113 3.366 2.683
N 1.516 4.370 2.304
H -0.048 2.234 4.011
H 0.048 1.595 2.355
H 1.437 1.443 3.447
C -3.983 -2.016 2.081
C -3.696 -2.577 3.398
N -3.428 -3.066 4.402
H -3.338 -1.158 1.883
H -3.813 -2.769 1.315
H -5.017 -1.695 2.035
C -2.746 4.008 3.111
C -1.977 4.403 1.935
N -1.358 4.683 1.011
H -2.370 3.065 3.498
H -2.666 4.772 3.883
H -3.791 3.874 2.844
C 5.119 -1.615 -4.246
C 4.470 -1.250 -5.500
N 3.980 -0.963 -6.498
H 5.266 -2.693 -4.209
H 6.087 -1.126 -4.175
H 4.497 -1.313 -3.404
C 6.151 -2.388 -0.495
C 7.091 -2.320 -1.611
N 7.820 -2.256 -2.497
H 6.318 -3.296 0.082
H 6.293 -1.524 0.151
H 5.127 -2.385 -0.865
C -8.673 -2.754 2.013
C -7.589 -2.239 1.182
N -6.736 -1.836 0.528
H -8.369 -3.690 2.478
H -8.917 -2.032 2.791
H -9.555 -2.929 1.401
C 3.269 -5.587 -0.785
C 4.158 -5.402 0.358
N 4.855 -5.251 1.258
H 2.938 -4.617 -1.156
H 3.793 -6.116 -1.578
H 2.398 -6.164 -0.483
C -5.255 -0.886 5.059
C -4.768 0.372 4.507
N -4.384 1.362 4.072
H -5.876 -0.679 5.932
H -5.845 -1.415 4.315
H -4.423 -1.503 5.359
C 2.846 7.580 1.679
C 3.838 8.453 1.058
N 4.616 9.142 0.570
H 3.260 6.586 1.834
H 2.545 7.992 2.640
H 1.970 7.495 1.039
C 0.847 -2.322 -7.915
C -0.240 -2.621 -6.988
N -1.102 -2.856 -6.268
H 1.691 -1.885 -7.383
H 1.170 -3.241 -8.402
H 0.503 -1.620 -8.672
```

Results
Total charge: -1
Total energy (eV): -66049.6321
F_max (eV Å⁻¹): 1.9
HOMO level (eV): -6.5
Orbital gap (eV): 8.14